1.
ORCA calculation (the ωB97M-V functional and the def2-TZVPD basis) on C28H33N2OPb as an isolated structure in a non-equilibrium geometry.

Values from the calculation:
highest occupied orbital energy (alpha / beta): -8.9 / -9.5 eV
net charge: +1
energy: -1463.8455 Ha
2S+1: 1

Last column: natural (NBO) charge in e.
Geometry (Å):
C (2.824, -0.411, 1.954)  -0.31
C (2.668, -1.146, 0.747)  -0.16
C (2.431, -0.231, -0.297)  -0.27
H (2.776, -2.215, 0.639)  0.22
C (2.458, 1.077, 0.251)  -0.37
C (2.693, 0.965, 1.653)  -0.29
H (2.426, 2.011, -0.318)  0.22
C (-1.035, -2.358, 2.450)  -0.25
C (0.157, -2.904, 1.876)  -0.15
C (-0.058, -3.095, 0.493)  -0.25
H (1.072, -3.129, 2.415)  0.23
C (-1.362, -2.638, 0.160)  0.00
C (-1.979, -2.182, 1.390)  -0.23
H (2.295, -0.468, -1.349)  0.22
H (2.782, 1.806, 2.360)  0.22
H (3.074, -0.824, 2.930)  0.22
H (-2.902, -1.606, 1.483)  0.22
H (0.708, -3.377, -0.237)  0.23
H (-1.181, -2.097, 3.498)  0.23
Pb (-0.394, 2.190, 0.727)  1.53
C (-1.714, -2.068, -1.208)  -0.05
C (-3.223, -2.104, -1.453)  -0.62
C (-1.005, -2.821, -2.348)  -0.61
H (-3.646, -3.088, -1.185)  0.24
H (-3.487, -1.973, -2.510)  0.22
H (-3.763, -1.342, -0.891)  0.21
H (-1.139, -3.909, -2.263)  0.24
H (0.066, -2.615, -2.383)  0.21
H (-1.416, -2.545, -3.327)  0.22
C (-1.119, -0.594, -0.993)  -0.54
C (-1.580, 0.657, -1.660)  0.83
H (-0.014, -0.675, -1.203)  0.31
H (-1.120, -0.341, 0.090)  0.22
O (-1.864, 1.689, -0.878)  -0.78
N (-1.172, 0.877, -2.934)  -0.73
C (-0.070, 1.882, -3.091)  -0.21
H (-1.943, 0.993, -3.610)  0.43
C (1.265, 1.338, -3.491)  -0.09
C (2.363, 2.152, -3.196)  -0.16
H (2.196, 3.137, -2.741)  0.20
C (3.659, 1.736, -3.488)  -0.21
H (4.508, 2.374, -3.236)  0.23
C (3.855, 0.503, -4.128)  -0.20
H (4.864, 0.181, -4.399)  0.23
C (2.763, -0.320, -4.422)  -0.20
H (2.891, -1.272, -4.939)  0.23
C (1.454, 0.085, -4.091)  -0.22
H (0.582, -0.533, -4.312)  0.23
H (0.049, 2.368, -2.102)  0.18
H (-0.405, 2.701, -3.757)  0.23
C (-3.029, 2.813, 2.194)  -0.67
C (-2.106, 2.283, 3.238)  0.18
C (-2.279, 2.385, 4.637)  -0.29
C (-1.289, 1.606, 5.255)  -0.23
C (-0.515, 1.038, 4.214)  0.21
C (0.559, 0.031, 4.365)  -0.66
N (-1.014, 1.484, 2.993)  -0.71
H (-2.763, 2.797, 1.126)  0.19
H (-3.275, 3.858, 2.406)  0.25
H (-3.969, 2.241, 2.212)  0.26
H (-3.055, 2.968, 5.120)  0.23
H (-1.119, 1.438, 6.323)  0.24
H (0.506, -0.477, 5.347)  0.24
H (0.489, -0.760, 3.599)  0.24
H (1.572, 0.452, 4.298)  0.24



2.
ORCA calculation (the ωB97M-V functional and the def2-TZVPD basis) on a single C28H33N5O5 molecule.

Values from the calculation:
highest occupied orbital energy: -7.9 eV
energy: -1736.9135 Ha
2S+1: 1
SMILES: CC(C)[C@H](NC(=O)N1c2ccccc2NC(=O)[C@@H]1C(C)C)C(=O)N[C@@H](Cc1c[nH]c2ccccc12)C(=O)O
energy relative to the best compared isomer or geometry (same formula, charge and spin): 14.4 kJ/mol

Last column: natural (NBO) charge in e.
Geometry (Å):
C (-2.837, -3.714, -0.797)  -0.61
C (-1.853, -2.832, -0.030)  -0.20
C (-2.318, -2.676, 1.416)  -0.63
C (-1.694, -1.487, -0.787)  -0.13
N (-0.376, -0.885, -0.613)  -0.63
C (0.229, -0.452, 0.514)  0.83
O (-0.336, -0.251, 1.581)  -0.69
N (1.582, -0.190, 0.400)  -0.46
C (2.442, -0.637, -0.605)  0.11
C (2.301, -1.856, -1.262)  -0.23
C (3.211, -2.242, -2.231)  -0.21
C (4.285, -1.428, -2.549)  -0.21
C (4.458, -0.228, -1.883)  -0.24
C (3.551, 0.167, -0.912)  0.20
N (3.700, 1.384, -0.251)  -0.63
C (2.963, 1.754, 0.824)  0.71
O (2.953, 2.893, 1.242)  -0.63
C (2.200, 0.600, 1.452)  -0.14
C (3.155, -0.235, 2.339)  -0.22
C (2.470, -1.523, 2.786)  -0.61
C (3.582, 0.594, 3.547)  -0.61
C (-2.892, -0.564, -0.520)  0.70
O (-3.876, -0.604, -1.239)  -0.65
N (-2.796, 0.231, 0.546)  -0.64
C (-3.786, 1.253, 0.797)  -0.14
C (-3.478, 2.550, 0.015)  -0.43
C (-2.009, 2.765, -0.141)  -0.12
C (-1.154, 3.409, 0.706)  -0.01
N (0.121, 3.384, 0.209)  -0.55
C (0.117, 2.701, -0.970)  0.18
C (1.148, 2.421, -1.859)  -0.28
C (0.852, 1.665, -2.972)  -0.23
C (-0.453, 1.229, -3.224)  -0.26
C (-1.493, 1.551, -2.379)  -0.22
C (-1.213, 2.284, -1.226)  -0.04
C (-5.170, 0.720, 0.422)  0.82
O (-5.977, 1.298, -0.248)  -0.59
O (-5.432, -0.433, 1.054)  -0.69
H (-3.781, -3.190, -0.923)  0.23
H (-2.451, -3.967, -1.783)  0.20
H (-3.020, -4.637, -0.252)  0.21
H (-0.868, -3.316, -0.028)  0.20
H (-1.648, -2.033, 1.978)  0.23
H (-3.320, -2.256, 1.452)  0.22
H (-2.338, -3.652, 1.896)  0.21
H (-1.754, -1.716, -1.856)  0.23
H (0.138, -0.738, -1.469)  0.43
H (1.486, -2.512, -1.002)  0.23
H (3.083, -3.188, -2.731)  0.22
H (4.990, -1.728, -3.308)  0.22
H (5.296, 0.412, -2.115)  0.21
H (4.327, 2.069, -0.653)  0.41
H (1.394, 0.994, 2.078)  0.27
H (4.043, -0.494, 1.748)  0.20
H (2.290, -2.184, 1.942)  0.21
H (1.516, -1.298, 3.257)  0.22
H (3.099, -2.048, 3.501)  0.21
H (4.325, 0.055, 4.129)  0.21
H (2.723, 0.794, 4.184)  0.21
H (4.008, 1.546, 3.240)  0.22
H (-1.962, 0.194, 1.129)  0.45
H (-3.789, 1.442, 1.876)  0.23
H (-3.940, 3.391, 0.533)  0.23
H (-3.938, 2.463, -0.970)  0.24
H (-1.365, 3.901, 1.636)  0.21
H (0.941, 3.743, 0.672)  0.44
H (2.142, 2.806, -1.691)  0.21
H (1.637, 1.416, -3.672)  0.21
H (-0.647, 0.650, -4.115)  0.21
H (-2.501, 1.238, -2.601)  0.23
H (-6.293, -0.771, 0.765)  0.50



3.
ORCA calculation (the ωB97M-V functional and the def2-TZVPD basis) on C28H33N5O6S as an isolated structure.

Values from the calculation:
highest occupied orbital energy: -8.0 eV
energy: -2210.2499 Ha
2S+1: 1
energy relative to the best compared isomer or geometry (same formula, charge and spin): 5.2 kJ/mol

Last column: natural (NBO) charge in e.
Geometry (Å):
C (7.081, -3.568, -0.875)  -0.62
C (5.630, -3.198, -0.612)  -0.07
O (5.623, -2.045, 0.210)  -0.50
C (4.440, -1.438, 0.467)  0.32
C (3.191, -1.937, 0.111)  -0.32
C (2.048, -1.205, 0.377)  -0.10
C (2.115, 0.026, 1.011)  -0.09
C (3.362, 0.498, 1.413)  -0.18
C (4.508, -0.216, 1.141)  -0.26
H (5.478, 0.154, 1.436)  0.23
H (3.435, 1.442, 1.934)  0.21
C (0.872, 0.849, 1.274)  -0.16
N (0.558, 1.752, 0.175)  -0.44
C (-0.531, 2.577, 0.157)  0.66
O (-0.798, 3.215, -0.865)  -0.67
C (-1.412, 2.696, 1.305)  -0.45
C (-2.700, 3.241, 1.190)  0.24
N (-3.241, 3.781, 0.097)  -0.78
H (-4.223, 4.011, 0.130)  0.43
H (-2.704, 3.738, -0.757)  0.43
C (-3.362, 3.183, 2.456)  0.00
N (-2.635, 2.711, 3.449)  -0.59
S (-1.163, 2.263, 2.971)  0.73
C (-4.770, 3.566, 2.656)  0.64
O (-5.493, 3.934, 1.742)  -0.64
N (-5.196, 3.440, 3.929)  -0.80
H (-6.136, 3.702, 4.172)  0.41
H (-4.543, 3.153, 4.638)  0.42
C (1.452, 1.834, -0.972)  -0.25
C (1.310, 0.680, -1.927)  -0.02
C (2.417, -0.056, -2.306)  -0.20
C (2.291, -1.152, -3.159)  0.30
C (1.036, -1.498, -3.644)  -0.32
C (-0.067, -0.738, -3.288)  -0.17
C (0.060, 0.344, -2.440)  -0.27
H (-0.799, 0.952, -2.201)  0.22
H (-1.036, -1.000, -3.685)  0.21
H (0.903, -2.344, -4.301)  0.22
O (3.449, -1.820, -3.434)  -0.50
C (3.398, -2.913, -4.319)  -0.25
H (4.425, -3.263, -4.417)  0.20
H (3.024, -2.617, -5.304)  0.18
H (2.777, -3.723, -3.923)  0.17
H (3.400, 0.195, -1.940)  0.22
H (2.483, 1.907, -0.619)  0.21
H (1.183, 2.761, -1.492)  0.26
C (-0.258, -0.143, 1.610)  0.70
O (-0.307, -0.684, 2.695)  -0.63
N (-1.106, -0.422, 0.601)  -0.63
H (-1.089, 0.149, -0.231)  0.42
C (-2.299, -1.203, 0.828)  -0.23
H (-2.586, -1.680, -0.112)  0.20
H (-2.065, -1.958, 1.582)  0.23
C (-3.445, -0.324, 1.342)  0.09
C (-4.736, -1.092, 1.634)  -0.43
H (-4.752, -1.494, 2.643)  0.22
C (-5.792, -0.017, 1.391)  -0.43
H (-6.772, -0.422, 1.151)  0.22
C (-5.182, 0.755, 0.223)  -0.07
H (-5.461, 1.811, 0.225)  0.20
H (-5.473, 0.311, -0.739)  0.16
O (-3.772, 0.657, 0.364)  -0.56
H (-5.877, 0.632, 2.263)  0.21
H (-4.851, -1.909, 0.919)  0.20
H (-3.099, 0.188, 2.253)  0.18
H (1.057, 1.435, 2.187)  0.22
H (1.093, -1.606, 0.074)  0.22
H (3.095, -2.889, -0.386)  0.22
H (5.112, -2.982, -1.556)  0.18
H (5.115, -4.026, -0.105)  0.17
H (7.130, -4.458, -1.495)  0.21
H (7.586, -2.750, -1.383)  0.21
H (7.592, -3.758, 0.065)  0.21



Q: Among the records above, which one has the highest energy?
A: C28H33N2OPb



Q: Among the records above, which one has the highest energy?
A: C28H33N2OPb